# 1
A molecular structure, C29H28N7O4S2Ti at a distorted geometry. Source: OMol25; level of theory: ωB97M-V/def2-TZVPD.

Structure (ORCA input):
```
! wB97M-V def2-TZVPD RIJCOSX def2/J DEFGRID3
* xyz 2 2
Ti 0.29991 0.01667 1.70065
O 0.40242 0.12383 3.63912
C -0.10674 -0.58420 4.52365
C -0.91386 -1.73166 4.23295
C -1.50054 -2.39112 5.32884
C -2.30383 -3.46751 5.08462
C -2.55002 -3.93166 3.79787
C -1.96493 -3.30394 2.71432
C -1.14321 -2.20097 2.92026
O -0.56283 -1.61086 1.85466
N -2.93756 -4.16417 6.23178
O -2.68741 -3.73337 7.33199
O -3.64984 -5.10228 5.97075
H 0.07948 -0.30460 5.56509
H -1.33602 -2.06006 6.34587
H -3.20014 -4.78639 3.66964
H -2.13425 -3.65815 1.70793
C 3.07137 -3.12749 -0.56650
N 3.20342 -2.15651 0.52794
C 3.00801 -2.72512 1.86457
C 3.31863 -0.84734 0.32102
S 2.76699 0.26341 1.56561
N 3.89723 -0.39097 -0.77547
C 3.88457 1.02089 -1.16699
C 4.83957 -1.19659 -1.57210
H 2.29908 -3.83464 -0.26708
H 3.99035 -3.67918 -0.75665
H 2.74457 -2.62276 -1.47275
H 3.41649 -3.73336 1.84943
H 1.94427 -2.77980 2.11634
H 3.53430 -2.14086 2.61354
H 3.07729 1.54602 -0.66996
H 3.75775 1.06932 -2.24759
H 4.83447 1.48293 -0.89800
H 5.26596 -1.98608 -0.95819
H 5.64295 -0.53125 -1.87946
H 4.37211 -1.61681 -2.46036
S -1.35288 4.29262 1.83229
C -0.49824 2.87731 2.16282
N -0.93640 1.77718 1.59672
C -2.07497 2.05465 0.81661
C -2.80658 1.12186 0.07886
C -3.87763 1.57931 -0.65317
C -4.23289 2.94271 -0.65059
C -3.52778 3.86281 0.09033
C -2.43271 3.39496 0.82765
H 0.36323 2.89401 2.81944
H -2.55219 0.06852 0.09763
H -4.46259 0.88189 -1.23592
H -5.08511 3.26863 -1.23053
H -3.81446 4.90477 0.10675
N -1.20790 5.25685 -7.53578
C -1.02952 4.48454 -6.70780
C -0.80816 3.51868 -5.65403
C -0.19942 2.30022 -5.93553
C 0.00597 1.38128 -4.91817
C -0.40874 1.70110 -3.63921
C -1.02329 2.90735 -3.34282
C -1.21634 3.82615 -4.35993
N -0.22156 0.75726 -2.56866
C -0.44341 -0.60703 -2.57850
C -0.16956 -1.04120 -1.32523
N 0.23143 0.03413 -0.54031
C 0.18345 1.08368 -1.33425
H 0.11863 2.07822 -6.94403
H 0.49499 0.43878 -5.12339
H -1.37005 3.11971 -2.33957
H -1.69577 4.77332 -4.15699
H -0.80451 -1.11473 -3.45437
H -0.24937 -2.03756 -0.92397
H 0.44428 2.09466 -1.06369
*
```

Calculated values
calculated total energy: -93921.06890 eV
expectation value of S²: 0.755
HOMO-LUMO gap (spin up / spin down): 7.916 / 7.729 eV

---

# 2
A single C2H5NS2 molecule at a distorted geometry. Source: OMol25; level of theory: ωB97M-V/def2-TZVPD.

Structure (ORCA input):
```
! wB97M-V def2-TZVPD RIJCOSX def2/J DEFGRID3
* xyz 0 1
C 0.80101 0.85550 -1.25486
C -0.76713 0.37447 0.90029
H 1.70597 0.74227 -0.69751
H 0.93548 1.59881 -2.08713
H 0.39951 -0.10279 -1.61156
H -1.39487 0.69615 1.70994
H 0.09085 -2.84092 0.82270
N -0.54758 -0.82957 0.72510
S -0.42291 1.68199 -0.17801
S -0.80033 -2.17591 1.67104
*
```

Calculated values
calculated total energy: -25314.30694 eV
SMILES string: CS/C=N/S
HOMO-LUMO gap: 9.120 eV

---

# 3
11 unconnected molecules or ions with the total composition C44H121N11O11 at a distorted geometry. Source: OMol25; level of theory: ωB97M-V/def2-TZVPD.

Structure (ORCA input):
```
! wB97M-V def2-TZVPD RIJCOSX def2/J DEFGRID3
* xyz 0 1
C -4.35389 -3.51532 -2.47761
C -5.62206 -3.61360 -1.67155
C -6.14234 -2.17121 -1.39428
O -5.22755 -1.36024 -0.69318
C -5.80069 -0.12303 -0.24593
N -6.61003 -4.46459 -2.35038
H -4.46717 -2.80390 -3.29562
H -4.00653 -4.47462 -2.86126
H -3.56496 -3.16351 -1.81284
H -5.39948 -4.13494 -0.74054
H -6.98973 -2.38558 -0.74305
H -6.54786 -1.74577 -2.31224
H -6.21058 0.44573 -1.08055
H -5.07424 0.46983 0.30985
H -6.65577 -0.22815 0.42182
H -6.24326 -5.40381 -2.40912
H -7.45420 -4.43305 -1.79677
C 0.55610 3.61039 2.14501
C 2.07980 3.70010 2.35380
C 2.39484 4.49467 3.67437
O 1.84473 5.82331 3.56635
C 2.05328 6.53427 4.74617
N 2.55762 2.33505 2.51750
H 0.16009 3.04440 1.30184
H 0.19120 4.63546 2.08047
H 0.02423 3.27268 3.03448
H 2.53167 4.24477 1.52480
H 3.46801 4.47050 3.86366
H 2.01896 3.95019 4.54060
H 1.58646 6.14732 5.65196
H 1.60070 7.51884 4.62833
H 3.11846 6.60862 4.96518
H 3.56069 2.33313 2.63558
H 2.31170 1.70286 1.76919
C -1.34815 -2.21244 -5.20979
C -0.78099 -2.19242 -3.80126
C 0.68817 -2.78636 -3.70095
O 0.66209 -4.09544 -4.23639
C 1.48308 -5.06105 -3.53271
N -0.73241 -0.82154 -3.39940
H -1.60805 -3.25956 -5.36504
H -0.61586 -1.88778 -5.94903
H -2.26239 -1.62515 -5.29546
H -1.31228 -2.85631 -3.11929
H 0.96754 -2.76546 -2.64756
H 1.47617 -2.23792 -4.21707
H 1.27399 -5.06317 -2.46295
H 2.54732 -4.92724 -3.72663
H 1.28560 -6.06768 -3.90122
H -1.61735 -0.64189 -2.94695
H -0.96717 -0.32608 -4.24763
C -1.51569 -1.65078 0.12286
C -0.59132 -0.39998 0.17229
C 0.95265 -0.72531 0.12225
O 1.81224 0.49054 0.23292
C 3.15493 0.21442 0.00040
N -0.80357 0.46146 -0.93738
H -2.51905 -1.41635 0.47841
H -1.14671 -2.44016 0.77771
H -1.65662 -2.01747 -0.89389
H -0.83175 0.15745 1.07760
H 1.13727 -1.35869 -0.74542
H 1.26489 -1.30024 0.99406
H 3.45146 0.16407 -1.04727
H 3.55088 -0.66547 0.50746
H 3.67780 1.07421 0.41928
H -0.11237 1.19561 -0.87921
H -0.43684 -0.09292 -1.69782
C 6.61192 5.17270 2.01917
C 5.70186 4.00356 1.67727
C 5.82673 3.51562 0.22443
O 5.51742 4.58034 -0.73731
C 5.19459 4.20571 -2.07614
N 5.83606 2.96940 2.63855
H 7.66479 5.08051 1.75255
H 6.44253 5.63561 2.99134
H 6.34800 6.02733 1.39624
H 4.66385 4.32826 1.74945
H 5.15504 2.66292 0.12519
H 6.76439 2.98145 0.07100
H 5.72710 3.31402 -2.40694
H 5.32778 5.03528 -2.77051
H 4.14165 3.92394 -2.08046
H 6.78230 2.62955 2.54251
H 5.94601 3.42440 3.53353
C -3.97209 -5.06785 1.74936
C -2.87426 -6.00732 1.40114
C -2.48313 -6.01709 -0.11142
O -1.90043 -7.23247 -0.62301
C -1.94389 -7.47544 -1.99370
N -1.80573 -5.81530 2.29718
H -3.68190 -4.01763 1.71883
H -4.37693 -5.34402 2.72298
H -4.80566 -5.18690 1.05720
H -3.35264 -6.97678 1.54042
H -1.83309 -5.15528 -0.26255
H -3.32874 -5.62368 -0.67557
H -1.64379 -8.42643 -2.43375
H -1.23887 -6.85858 -2.55096
H -2.93767 -7.22735 -2.36649
H -1.35078 -4.94955 2.04499
H -1.17607 -6.59551 2.17514
C -6.09190 -2.11608 3.12898
C -5.11908 -0.99747 3.42502
C -5.90284 0.27803 3.81030
O -6.87193 0.64421 2.82335
C -7.27608 1.96861 2.96468
N -4.18725 -1.43877 4.47173
H -6.79342 -1.79770 2.35787
H -6.64412 -2.26353 4.05710
H -5.49405 -3.01856 3.00165
H -4.59062 -0.73611 2.50823
H -5.15012 1.04104 4.00861
H -6.39958 0.02978 4.74823
H -7.92946 2.15455 2.11226
H -6.50272 2.73552 2.92159
H -7.95727 2.16116 3.79353
H -3.60882 -2.21738 4.19018
H -3.46558 -0.76384 4.68095
C -0.13958 0.26490 3.69522
C 0.85861 -0.25051 4.72071
C 1.60188 -1.50857 4.32645
O 0.77030 -2.45461 3.69922
C 1.36534 -3.63524 3.12842
N 1.76742 0.80784 5.05952
H -0.61182 1.21039 3.96193
H -0.98624 -0.39995 3.52423
H 0.39608 0.41058 2.75716
H 0.26202 -0.41121 5.61868
H 2.10200 -1.92760 5.19960
H 2.33336 -1.29782 3.54630
H 1.92864 -4.24918 3.83117
H 2.04573 -3.37248 2.31841
H 0.57602 -4.30326 2.78372
H 2.10987 1.34608 4.27650
H 1.19935 1.48635 5.54637
C 7.44970 -0.85779 -0.11322
C 7.26301 -0.74008 1.37021
C 8.36303 0.07012 1.99545
O 8.19439 1.42511 1.49565
C 9.17159 2.36678 1.92583
N 5.90167 -0.36616 1.66096
H 8.42392 -1.31008 -0.29877
H 7.38610 0.13258 -0.56402
H 6.62500 -1.50024 -0.42182
H 7.38296 -1.72426 1.82309
H 9.34234 -0.31653 1.71339
H 8.34880 0.13291 3.08354
H 9.46648 3.09421 1.16953
H 10.11064 1.87051 2.17078
H 8.71923 2.94978 2.72807
H 5.79389 -0.22085 2.65462
H 5.81467 0.59382 1.35935
C 2.92674 1.75247 -4.20877
C 1.47513 2.20252 -4.48904
C 1.03016 3.29433 -3.53387
O 2.04119 4.21899 -3.29949
C 1.73506 5.27162 -2.44728
N 1.42685 2.76088 -5.85163
H 3.59535 2.60257 -4.34439
H 3.40290 1.05666 -4.89958
H 3.14580 1.39025 -3.20433
H 0.78008 1.36762 -4.40001
H 0.81361 2.88054 -2.54899
H 0.15559 3.79583 -3.94825
H 1.54444 4.94148 -1.42612
H 0.77757 5.71268 -2.72439
H 2.52449 6.02318 -2.45478
H 0.54246 3.23009 -5.98506
H 2.08009 3.52870 -5.78986
C -3.05416 1.98997 -3.87342
C -4.10515 1.06998 -3.26176
C -5.16619 0.46214 -4.20788
O -5.91535 1.37144 -4.99673
C -6.91897 2.03499 -4.30141
N -3.35854 0.02545 -2.49864
H -2.26606 2.22649 -3.15853
H -3.62366 2.83382 -4.26288
H -2.59711 1.44679 -4.70055
H -4.64287 1.68299 -2.53844
H -5.84562 -0.16432 -3.62993
H -4.73969 -0.30930 -4.84903
H -7.64606 1.32883 -3.90045
H -7.56651 2.64538 -4.93087
H -6.51437 2.66345 -3.50804
H -2.65409 0.44672 -1.91010
H -3.89754 -0.46088 -1.79646
*
```

Calculated values
calculated total energy: -86495.13133 eV
SMILES string: COC[C@H](C)N.COC[C@H](C)N.COC[C@H](C)N.COC[C@H](C)N.COC[C@H](C)N.COC[C@H](C)N.COC[C@H](C)N.COC[C@H](C)N.COC[C@H](C)N.COC[C@H](C)N.COC[C@H](C)N
HOMO-LUMO gap: 9.121 eV